1.
DFT (ωB97M-V with the def2-TZVPD basis set) results for a structure of composition C32H58ClN7O5 at a distorted geometry.

Calculated values
gap between HOMO and LUMO = 7.9 eV
HOMO = -7.6 eV
energy above the lowest of the compared OMol25 structures with the same formula, charge and spin = 455.5 kcal/mol

Structure (XYZ):
```
103
Properties=species:S:1:pos:R:3:forces:R:3:lowdin_charge:R:1
C 4.688003 0.542351 -1.115505 0.1 1.3 0.1 -0.06
C 4.490873 1.531901 0.095905 0.0 -1.6 -0.7 -0.09
N 3.643463 1.016831 1.281515 -0.5 -0.8 -0.3 -0.18
C 4.280523 -0.345129 1.702065 0.2 2.3 0.5 0.03
C 3.843973 2.044641 2.443155 -2.0 -0.2 0.0 -0.11
C 2.909743 3.329911 2.341695 1.2 -0.9 -0.2 -0.06
C 2.134713 0.778851 0.872875 1.3 0.1 0.1 -0.07
C 1.229123 0.045641 1.850245 1.3 1.7 1.7 -0.19
O 1.204933 0.689071 3.165705 0.6 -0.4 -0.5 -0.19
C 0.243103 0.080051 4.015105 0.4 0.0 -0.9 -0.07
H 5.313393 -0.324419 -0.901725 0.2 1.0 0.7 0.07
H 5.160663 0.974671 -1.997435 0.4 1.0 0.4 0.10
H 3.811933 0.120711 -1.608275 -0.1 1.3 0.8 0.05
H 4.103943 2.476761 -0.285715 0.0 0.0 0.5 0.13
H 5.460823 1.593861 0.589315 0.1 0.7 -0.4 0.11
H 3.744393 -0.854989 2.502515 -0.3 0.6 0.0 0.11
H 5.251023 -0.009549 2.067585 0.2 -0.4 0.1 0.10
H 4.365483 -1.041159 0.867545 0.1 1.2 0.5 0.02
H 4.914153 2.206271 2.572415 -0.1 0.3 -0.5 0.11
H 3.529853 1.462101 3.309225 -0.1 0.2 0.1 0.11
H 2.974833 3.844051 1.382775 0.4 -0.2 0.1 0.04
H 3.156493 4.085071 3.087985 0.2 -0.3 0.3 0.08
H 1.856563 3.062811 2.428745 0.6 -0.2 0.5 0.04
H 2.088493 0.103441 0.018605 1.6 0.9 0.9 0.08
H 1.752693 1.721081 0.479985 0.9 -0.9 0.6 0.06
H 1.484893 -1.012609 1.797265 0.4 0.4 1.7 0.09
H 0.195993 0.039411 1.502815 3.1 0.2 0.7 0.00
H -0.741057 0.204191 3.563295 -0.4 0.1 0.3 0.08
H 0.300633 0.549601 4.997105 0.0 -0.2 -0.1 0.10
H 0.446063 -0.990769 4.030415 -0.1 -0.2 0.5 0.09
Cl -0.676787 -0.638519 -0.428895 -0.9 -2.1 -0.2 0.88
O -0.711847 -2.043869 -0.784635 0.5 1.4 1.6 -0.34
O -1.030377 -0.409209 0.950475 -0.8 -2.9 -2.7 -0.38
O 0.622743 -0.175149 -0.833495 -2.7 1.6 0.1 -0.30
O -1.726277 0.063311 -1.110845 2.0 -7.7 0.8 -0.31
C -3.237387 -2.316329 3.399725 0.3 -1.3 -0.8 -0.07
C -2.593997 -2.298009 1.985645 -1.2 1.5 1.0 -0.26
C -1.622907 -3.407969 1.632975 -1.1 -0.6 -0.1 -0.15
C -2.378387 -4.629989 1.345105 -0.9 -2.4 0.7 -0.20
N -3.022067 -5.573369 1.099665 2.6 1.3 3.0 0.11
H -3.828037 -1.454509 3.710335 0.5 0.4 -0.3 0.07
H -2.433917 -2.548199 4.098845 -0.2 0.2 0.5 0.06
H -3.966537 -3.126449 3.412455 0.1 -0.3 0.3 0.07
H -2.085827 -1.344849 1.839545 -0.6 -1.0 0.8 0.06
H -3.388757 -2.251629 1.241125 0.3 -0.5 0.7 0.06
H -0.931727 -3.620119 2.448685 0.3 0.1 -0.2 0.12
H -1.159177 -3.143559 0.682635 0.4 -0.2 0.7 0.08
C -0.222417 1.011091 -4.942445 0.8 0.7 -0.5 -0.08
C -0.617187 0.376541 -3.618065 0.1 0.0 -0.5 -0.26
C -0.076467 -1.002239 -3.309485 0.9 -1.3 -0.4 -0.13
C 1.387913 -1.114629 -3.007045 -2.4 0.6 -6.2 0.00
N 2.506293 -1.231229 -2.711825 0.3 1.1 -16.7 0.20
H 0.828973 1.297391 -4.969395 0.5 -0.7 -0.1 0.08
H -0.623047 1.991781 -5.199065 -0.8 0.0 0.8 0.07
H -0.493807 0.441961 -5.831555 0.3 -0.5 0.2 0.08
H -1.702437 0.274951 -3.613225 0.0 0.1 0.2 0.12
H -0.348997 0.998571 -2.764105 0.2 -0.4 -0.7 0.07
H -0.243477 -1.711709 -4.119955 0.0 0.1 -0.4 0.14
H -0.616407 -1.444999 -2.472515 0.2 0.2 -1.1 0.05
C -3.802737 -1.450949 -0.728345 -0.7 0.3 0.8 -0.10
C -3.405787 -1.946729 -2.089625 -0.8 -0.2 -0.1 -0.20
C -2.681007 -3.298099 -2.074845 0.5 0.5 -0.6 -0.17
C -3.356317 -4.346909 -1.354105 -2.6 -2.5 1.4 -0.19
N -3.917257 -5.162789 -0.715695 0.2 2.8 -4.5 0.12
H -4.343377 -2.154009 -0.094695 -0.1 -0.4 -0.6 0.08
H -4.479827 -0.597649 -0.767155 0.1 0.1 -0.3 0.08
H -2.930277 -1.110419 -0.170725 -1.1 -0.5 -0.1 0.03
H -2.802927 -1.156499 -2.537035 0.1 -0.4 -0.3 0.08
H -4.275357 -2.054189 -2.738005 -0.2 0.0 0.1 0.12
H -1.704807 -3.151659 -1.612585 -0.5 -0.7 -0.7 0.07
H -2.575927 -3.588229 -3.120255 0.3 -0.3 0.0 0.12
C -2.244897 4.228761 1.904735 0.7 -0.4 0.7 -0.08
C -1.689807 2.815971 2.334835 -0.5 1.6 0.0 -0.20
C -0.948907 2.006441 1.265285 -0.6 1.3 0.2 -0.15
C 0.213823 2.774041 0.766825 -0.1 1.7 -0.3 -0.17
N 1.099033 3.451551 0.432765 -2.7 -0.4 -0.5 0.17
H -2.533647 4.793481 2.791195 0.0 -0.2 0.3 0.06
H -3.146137 4.213901 1.291835 0.3 -0.3 -0.3 0.07
H -1.458397 4.841421 1.464095 -0.1 -0.1 -0.4 0.06
H -2.544137 2.308541 2.782875 0.1 -0.6 -0.3 0.11
H -0.972017 2.942861 3.145255 0.0 0.2 0.2 0.10
H -1.594137 1.817801 0.407265 0.0 0.4 0.3 0.10
H -0.708957 1.015041 1.649535 -0.1 2.6 0.3 0.05
N 2.545593 -1.502309 -1.075205 4.0 -4.1 15.3 -0.09
C 3.895843 -1.774739 -1.060335 -1.3 -2.3 -0.7 -0.20
C 4.199983 -2.538079 0.018745 1.3 -1.1 -1.4 -0.15
C 3.045503 -2.695569 0.774925 -1.8 -0.4 0.3 -0.10
C 2.036653 -1.960109 0.164645 1.8 -2.8 -0.7 -0.11
H 2.001513 -1.057369 -1.800535 -2.6 2.4 6.5 -0.14
H 4.493763 -1.396009 -1.876095 -0.3 -1.5 0.2 0.11
H 5.201653 -2.919319 0.151905 -0.1 -0.2 0.4 0.12
H 2.969223 -3.277769 1.681365 -0.1 0.1 0.1 0.11
H 1.003713 -1.872159 0.467465 0.9 -0.7 -0.4 0.08
N -2.174447 1.876191 -1.734305 -0.7 7.6 -3.7 -0.03
C -1.646387 2.683631 -2.759815 -3.1 0.6 0.7 -0.12
C -2.774477 3.276851 -3.422265 2.5 -0.7 1.3 -0.09
C -3.906137 2.864471 -2.696595 -0.7 0.3 -1.2 -0.13
C -3.516937 1.988371 -1.727915 -0.3 -0.4 0.3 -0.14
H -1.676567 1.187301 -1.188745 0.2 3.5 -0.4 -0.12
H -0.574477 2.704241 -2.890135 -0.4 0.6 -0.2 0.10
H -2.745287 3.879931 -4.317725 0.0 0.1 0.2 0.08
H -4.908427 3.145711 -2.984205 -0.1 -0.2 0.2 0.09
H -4.113837 1.301331 -1.146455 0.0 0.4 0.2 0.10
```
Positions in Å, forces in eV/Å.


2.
DFT (ωB97M-V with the def2-TZVPD basis set) results for a structure of composition C32H58FKLiNO22PS at a distorted geometry.

Calculated values
gap between HOMO and LUMO = 1.9 eV
HOMO = -7.8 eV
total charge = +1

Structure (XYZ):
```
118
Properties=species:S:1:pos:R:3:forces:R:3:lowdin_charge:R:1
C 2.858928 2.731240 4.293095 -0.5 0.7 -0.1 -0.11
C 3.403943 4.093366 3.810470 -0.2 -0.9 0.0 -0.25
C 3.001728 4.460996 2.379328 0.1 0.3 -0.1 -0.20
C 1.711657 5.266549 2.122733 0.1 -0.1 0.3 -0.22
P 0.202933 4.300696 2.227001 0.1 0.5 0.1 1.02
F 0.672518 2.840008 2.133548 0.2 -0.1 0.2 -0.10
C -0.667888 4.643055 3.758882 -0.4 -0.1 0.6 -0.45
C -1.394856 5.987890 3.564588 0.4 0.0 -0.7 -0.07
C -1.633912 3.511283 4.193722 0.1 0.2 -0.3 -0.22
C -2.149880 2.689814 3.022871 -0.5 -0.1 0.9 -0.11
H 2.927316 1.989332 3.505476 0.1 -0.2 0.0 0.11
H 1.774853 2.816017 4.480869 -0.1 -0.3 0.1 0.04
H 3.353292 2.347075 5.185313 0.1 -0.1 0.1 0.09
H 3.099976 4.876174 4.523263 0.4 0.8 -0.4 0.06
H 4.486959 4.049996 3.846814 0.1 0.2 0.1 0.13
H 3.798392 5.067189 1.958976 0.1 0.1 0.0 0.13
H 2.984424 3.545688 1.793470 0.0 -0.1 -0.1 0.12
H 1.604352 6.087636 2.833550 0.0 0.1 0.0 0.10
H 1.770462 5.726669 1.139156 -0.1 -0.1 -0.2 0.11
H -0.647520 4.615231 1.170791 0.0 -0.3 -0.2 0.10
H 0.087542 4.794597 4.542041 0.2 0.0 0.0 0.09
H -2.071983 6.165655 4.389679 -0.1 0.0 0.1 0.10
H -1.959720 5.976501 2.633561 -0.3 0.0 0.1 0.09
H -0.702726 6.822520 3.470548 0.1 0.1 0.1 0.08
H -1.168160 2.899937 4.964864 0.2 -0.2 -0.1 0.10
H -2.493603 3.975882 4.670301 0.0 0.2 0.2 0.12
H -2.876795 1.989020 3.422287 -0.1 -0.2 -0.1 0.10
H -2.710721 3.304720 2.324656 0.1 0.0 -0.3 0.10
H -1.409011 2.088358 2.525087 0.1 -0.1 -0.2 0.05
C -0.811497 2.154236 -0.417451 0.1 0.2 -0.2 -0.01
C -2.004867 1.272589 -0.316216 -0.2 0.5 -0.1 -0.58
O -2.696046 1.205383 0.730527 0.1 0.6 -0.3 -0.17
N -2.291143 0.514877 -1.366238 0.0 0.2 -0.2 0.00
C -1.587197 0.447141 -2.646876 -0.1 -0.3 -0.2 -0.03
H -0.693989 2.672555 0.525450 -0.3 -0.1 -0.1 0.00
H 0.067873 1.522210 -0.610163 -0.1 0.0 0.0 0.06
H -0.928502 2.892540 -1.209503 0.0 0.0 -0.1 0.09
H -3.091990 -0.090999 -1.249156 -0.1 0.4 -0.6 0.11
H -2.286467 0.703032 -3.437400 0.0 0.1 0.0 0.07
H -1.219161 -0.570033 -2.792114 0.1 0.1 0.1 0.07
H -0.746326 1.128689 -2.656906 0.0 0.0 0.1 0.08
C -4.727647 0.824217 -7.240122 -0.1 0.0 -0.2 -0.11
C -5.758455 0.194226 -6.319531 0.0 0.1 -0.1 -0.11
O -4.979140 -0.778711 -5.615951 -0.1 0.1 0.1 0.06
C -3.683363 -0.393045 -5.657197 0.2 -0.3 -0.3 -0.58
O -2.802865 -0.910803 -5.047310 -0.1 0.0 0.0 0.15
O -3.518198 0.649338 -6.495441 -0.1 0.1 0.1 0.06
H -4.904632 1.879065 -7.431048 0.1 0.0 0.1 0.13
H -4.628876 0.294104 -8.187831 0.0 -0.1 0.0 0.13
H -6.165794 0.906940 -5.599325 0.0 0.0 0.0 0.13
H -6.575619 -0.288805 -6.847188 0.1 -0.1 0.0 0.13
C 0.236329 0.310158 7.255636 0.1 -0.1 0.1 -0.06
C -0.625470 1.203317 8.126484 0.0 0.2 -0.3 -0.24
O -1.289026 0.469727 9.147940 0.0 0.0 0.1 0.04
C -0.513980 0.168799 10.204883 0.0 0.0 0.0 -0.61
O 0.636182 0.503793 10.331564 0.0 0.0 0.0 0.12
O -1.232497 -0.537154 11.054975 0.0 0.0 0.0 0.02
C -0.522798 -0.990616 12.219795 0.0 -0.1 0.1 -0.01
H -0.350913 -0.510924 6.846238 0.0 0.1 -0.1 0.09
H 0.664906 0.878094 6.422597 -0.1 0.0 0.0 0.05
H 1.054897 -0.123045 7.827781 0.0 0.1 0.0 0.08
H -1.422376 1.658283 7.536140 -0.1 -0.1 0.1 0.11
H -0.039356 2.009133 8.575912 0.0 -0.1 0.1 0.11
H -0.028065 -0.160335 12.716561 0.0 0.0 0.0 0.10
H 0.204771 -1.749480 11.941028 0.0 0.0 0.0 0.10
H -1.271735 -1.421729 12.874872 -0.1 0.0 -0.1 0.10
O -2.552741 -1.848328 -8.497251 -0.1 0.3 0.1 0.11
C -1.412678 -1.679642 -8.168032 0.0 -0.5 0.0 -0.49
O -0.793640 -0.481984 -8.263008 0.0 0.1 0.0 0.02
C 0.591233 -0.610127 -7.892660 0.1 -0.1 0.1 -0.15
C 0.658251 -1.859145 -7.023545 -0.1 -0.1 0.0 -0.14
C -0.450797 -2.719477 -7.630302 0.3 0.4 0.3 -0.06
H 1.183536 -0.703482 -8.805755 0.0 0.0 0.0 0.12
H 0.892376 0.294108 -7.368777 -0.1 0.1 0.0 0.12
H 1.638265 -2.330767 -7.021980 0.0 0.0 -0.1 0.12
H 0.405227 -1.607301 -5.993138 0.0 0.0 0.0 0.12
H -0.091975 -3.331853 -8.459732 -0.1 -0.1 0.0 0.13
H -0.937554 -3.346895 -6.889640 -0.1 -0.1 -0.1 0.13
O 2.105895 -2.267972 -1.056945 -0.1 0.1 0.0 -0.41
S 0.747017 -1.812462 -0.745621 0.1 0.2 -0.4 0.20
O 0.693959 -0.294644 -0.760802 -0.2 -0.3 0.3 -0.47
O 0.348818 -2.289727 0.610572 -0.6 0.3 0.6 -0.50
O -0.247806 -2.320362 -1.729740 -0.2 0.3 0.2 -0.44
Li 2.177888 4.341094 5.850434 0.0 -0.5 0.3 0.82
K -2.401819 -1.151990 0.676000 1.2 -2.4 0.5 0.97
C -0.595523 -6.971410 -5.943590 -0.1 0.0 0.1 -0.11
C -1.575092 -7.922806 -6.608297 0.0 0.0 0.1 -0.11
O -1.785005 -7.301816 -7.881737 0.0 -0.1 0.1 0.06
C -0.712540 -6.524178 -8.155783 0.0 0.0 -0.1 -0.58
O -0.504820 -6.006533 -9.203430 0.0 0.1 -0.1 0.16
O 0.089457 -6.414340 -7.071846 0.0 0.0 0.1 0.05
H 0.108855 -7.463454 -5.279593 0.1 0.0 -0.1 0.13
H -1.094607 -6.166103 -5.402861 0.0 0.0 0.0 0.13
H -1.150141 -8.914902 -6.768387 0.0 0.0 0.0 0.13
H -2.516713 -8.017650 -6.075348 -0.1 0.1 -0.1 0.13
C 1.806838 -5.450761 0.531308 -0.2 -0.2 -0.2 -0.02
C 2.176046 -5.814500 1.938682 0.1 0.1 -0.2 -0.32
C 3.619654 -5.546302 2.302532 0.0 0.0 0.1 -0.09
O 3.880103 -6.540369 3.307386 0.1 0.1 -0.1 0.05
C 3.034615 -7.577626 3.088422 0.0 0.0 0.0 -0.58
O 3.118861 -8.634555 3.627592 0.0 0.0 0.0 0.15
O 2.096196 -7.242324 2.182883 0.0 0.1 0.0 0.08
H 2.322839 -6.097477 -0.180588 0.2 0.1 0.0 0.09
H 0.739215 -5.586101 0.364410 0.0 0.1 0.0 0.09
H 2.036872 -4.402157 0.325073 0.0 0.0 0.0 0.07
H 1.500466 -5.325042 2.645252 0.0 0.0 0.1 0.16
H 3.782712 -4.552393 2.709472 0.0 0.0 0.1 0.13
H 4.294856 -5.710607 1.460480 0.0 0.0 -0.1 0.14
C 3.053804 2.919292 -2.566890 0.1 -0.1 -0.1 -0.08
C 3.602763 4.331810 -2.649087 0.0 -0.1 0.0 -0.10
O 2.403576 5.122453 -2.728453 0.1 0.0 0.0 0.07
C 1.394011 4.405862 -2.196416 0.0 -0.1 -0.2 -0.59
O 0.306275 4.840153 -1.955888 0.0 0.2 0.3 0.13
O 1.770461 3.142105 -1.957866 0.1 0.0 0.1 0.05
H 3.648408 2.243987 -1.959932 -0.1 0.0 0.1 0.14
H 2.895860 2.468230 -3.545278 0.0 0.0 0.0 0.14
H 4.147910 4.622673 -1.748173 0.0 0.0 0.0 0.12
H 4.230863 4.507939 -3.516483 -0.1 0.1 -0.1 0.14
```
Positions in Å, forces in eV/Å.


> Look up the HOMO of the first one.

-7.6 eV